(1)
{"formula": "C26H49N7O4S4", "method": "ωB97M-V/def2-TZVPD", "elements": ["S", "S", "S", "S", "O", "O", "O", "O", "N", "N", "N", "N", "N", "N", "N", "C", "C", "C", "C", "C", "C", "C", "C", "C", "C", "C", "C", "C", "C", "C", "C", "C", "C", "C", "C", "C", "C", "C", "C", "C", "C", "H", "H", "H", "H", "H", "H", "H", "H", "H", "H", "H", "H", "H", "H", "H", "H", "H", "H", "H", "H", "H", "H", "H", "H", "H", "H", "H", "H", "H", "H", "H", "H", "H", "H", "H", "H", "H", "H", "H", "H", "H", "H", "H", "H", "H", "H", "H", "H", "H"], "positions_angstrom": [[24.902, 12.975, 14.665], [18.374, 14.227, 14.323], [24.374, 6.283, 16.866], [19.040, 8.965, 17.883], [24.832, 5.996, 15.472], [19.974, 7.916, 18.428], [19.807, 13.839, 14.084], [24.242, 11.612, 14.695], [18.066, 15.702, 19.201], [20.644, 8.451, 13.590], [20.412, 12.177, 17.382], [19.864, 11.302, 22.348], [22.950, 11.215, 11.956], [26.619, 9.381, 13.595], [21.219, 16.715, 14.366], [17.861, 15.251, 12.914], [26.275, 12.922, 13.443], [17.318, 12.772, 14.073], [19.178, 11.678, 21.513], [21.927, 12.097, 10.190], [23.798, 14.108, 13.742], [20.280, 8.930, 12.611], [23.841, 4.677, 17.439], [16.997, 16.526, 19.350], [16.477, 14.940, 17.824], [21.344, 11.213, 15.146], [22.658, 6.939, 16.842], [18.273, 12.061, 20.435], [20.536, 15.657, 16.647], [23.187, 10.338, 10.933], [18.400, 8.334, 16.299], [25.548, 9.079, 13.887], [15.987, 16.073, 18.521], [17.791, 14.783, 18.224], [20.908, 16.280, 15.383], [20.829, 11.767, 16.398], [22.158, 12.238, 11.550], [22.634, 10.929, 9.813], [17.484, 8.809, 18.864], [24.193, 8.696, 14.265], [19.791, 9.560, 11.396], [16.999, 7.875, 18.575], [23.785, 13.822, 12.694], [23.566, 9.369, 13.678], [17.710, 11.926, 14.635], [16.853, 9.645, 18.562], [21.851, 13.024, 12.217], [18.433, 11.525, 19.501], [26.721, 13.914, 13.459], [20.477, 10.803, 14.614], [23.173, 11.030, 12.927], [16.315, 12.986, 14.439], [18.063, 7.323, 16.534], [23.904, 7.693, 13.975], [19.447, 15.665, 16.599], [15.933, 14.346, 17.111], [25.812, 12.654, 12.496], [24.725, 4.056, 17.603], [19.863, 10.645, 11.349], [16.872, 15.668, 13.105], [18.602, 16.009, 12.679], [24.051, 8.911, 15.318], [18.767, 9.266, 11.170], [22.634, 8.017, 16.667], [18.564, 14.067, 17.989], [22.288, 6.831, 17.860], [17.273, 11.786, 20.783], [20.834, 16.198, 17.540], [19.155, 8.369, 15.519], [17.693, 8.767, 19.928], [21.964, 10.342, 15.330], [18.963, 15.733, 19.647], [20.413, 9.199, 10.574], [23.301, 4.141, 16.658], [20.959, 14.654, 16.622], [23.279, 4.707, 18.372], [22.019, 6.492, 16.083], [17.344, 12.527, 13.011], [22.676, 10.564, 8.797], [18.241, 13.123, 20.206], [23.718, 9.413, 11.068], [22.812, 13.931, 14.173], [17.774, 14.611, 12.030], [26.975, 12.158, 13.770], [14.990, 16.478, 18.506], [16.985, 17.347, 20.047], [21.708, 12.007, 14.508], [21.362, 12.806, 9.609], [17.506, 8.913, 16.059], [24.051, 15.162, 13.830]], "mulliken_charge": [0.21, 0.69, 0.52, 0.76, -0.61, -0.70, -0.59, -0.43, 0.13, -0.47, -0.47, -0.42, 1.20, -0.60, -0.58, -1.23, -0.94, -0.95, 0.27, -0.78, -0.08, 0.61, -1.00, -0.63, -1.06, 2.08, -0.86, 0.03, -0.05, -0.61, -0.79, 0.12, -0.55, -0.79, 0.24, -0.17, -0.65, -0.85, -1.21, 0.92, -1.03, 0.41, 0.27, -1.00, 0.10, 0.37, 0.50, -0.07, 0.41, -0.17, -0.30, 0.40, 0.46, 0.60, -0.06, 0.48, 0.24, 0.36, 0.19, 0.40, 0.34, -0.02, 0.41, 0.09, 1.32, 0.43, 0.32, 0.48, 0.04, 0.35, -0.37, 0.27, 0.33, 0.31, 0.01, 0.36, 0.37, 0.39, 0.41, -0.10, 0.44, -0.52, 0.37, 0.36, 0.42, 0.43, -0.82, 0.49, 0.34, 0.52], "homo_lumo_gap_ev": 8.5, "lumo_energy_ev": -0.060, "total_charge": 0}

***

(2)
{"formula": "C36H47BN9O5V", "method": "ωB97M-V/def2-TZVPD", "elements": ["V", "O", "O", "O", "O", "O", "N", "N", "N", "N", "N", "N", "N", "N", "N", "C", "C", "C", "C", "C", "C", "C", "C", "C", "C", "C", "C", "C", "C", "C", "C", "C", "C", "C", "C", "C", "C", "C", "C", "C", "C", "C", "C", "C", "C", "C", "C", "C", "C", "C", "C", "B", "H", "H", "H", "H", "H", "H", "H", "H", "H", "H", "H", "H", "H", "H", "H", "H", "H", "H", "H", "H", "H", "H", "H", "H", "H", "H", "H", "H", "H", "H", "H", "H", "H", "H", "H", "H", "H", "H", "H", "H", "H", "H", "H", "H", "H", "H", "H"], "positions_angstrom": [[0.787, -0.971, 0.125], [0.065, -2.876, 0.204], [4.328, -2.823, -0.541], [-4.016, -2.157, -2.755], [0.615, -1.980, -3.946], [0.030, -1.178, -1.922], [2.353, -1.687, -0.827], [-0.537, 0.477, 2.806], [1.710, 1.002, 0.358], [-1.069, 2.305, 1.101], [-2.062, -0.993, -1.075], [-1.015, -0.643, 2.206], [-1.299, 1.827, -0.150], [1.391, 1.641, 1.513], [1.907, -1.624, 1.854], [2.602, 1.312, -2.478], [-6.084, 0.147, -0.748], [0.935, -1.740, -2.814], [-3.844, -2.278, 3.028], [2.374, 2.479, 1.856], [-2.036, -3.617, 1.964], [-1.310, -0.778, 4.438], [-2.541, 3.675, 0.192], [-1.637, -4.131, -2.752], [3.379, 2.396, 0.920], [2.303, -2.021, -2.222], [-5.098, 0.712, 0.040], [-1.328, -1.750, -2.051], [-1.178, -3.226, -1.808], [3.364, -2.180, -0.114], [-0.855, -5.960, -1.435], [-1.500, -5.498, -2.581], [-5.011, -3.025, -3.246], [-3.781, 0.311, -0.096], [-4.231, 2.110, -2.074], [3.293, -1.836, 1.384], [-0.468, -3.681, -0.670], [-5.726, -0.823, -1.679], [-1.804, 3.412, 1.318], [4.836, 1.956, -1.540], [-2.359, -2.648, 3.085], [3.577, 1.120, -1.322], [-1.515, -1.400, 3.193], [-3.396, -0.665, -1.021], [-2.196, 2.640, -0.700], [-0.346, -5.076, -0.505], [2.910, 1.471, -0.020], [-0.704, 0.413, 4.138], [-1.960, 1.469, -2.923], [-4.407, -1.225, -1.824], [-2.743, 2.473, -2.094], [-0.041, 1.754, 2.111], [4.612, 3.024, -1.514], [-2.103, -3.739, -3.647], [2.502, -3.084, -2.419], [1.876, -1.206, 2.779], [-1.674, -1.548, -3.065], [-0.394, 1.229, 4.765], [3.048, 0.995, -3.422], [-5.599, -3.449, -2.426], [-1.741, 3.931, 2.259], [2.322, 2.364, -2.563], [1.689, 0.747, -2.312], [-1.866, -6.189, -3.328], [5.595, 1.746, -0.786], [-2.290, -3.180, 0.999], [3.841, -0.898, 1.524], [-0.732, -7.025, -1.278], [0.184, -5.431, 0.370], [0.052, 2.576, 2.990], [-6.486, -1.264, -2.307], [-0.893, 1.658, -2.868], [-4.380, 1.132, -1.618], [5.265, 1.728, -2.517], [-2.200, -3.162, 4.043], [-7.118, 0.447, -0.652], [-4.810, 2.835, -1.500], [1.420, -2.517, 1.906], [3.035, -1.470, -2.830], [-5.681, -2.514, -3.945], [-1.613, -1.146, 5.403], [-1.472, -0.413, -0.487], [-4.089, -1.853, 2.059], [3.821, -2.621, 1.933], [-0.984, -3.883, 1.929], [-4.109, -1.546, 3.793], [-3.011, 0.747, 0.530], [-2.656, 3.457, -2.572], [2.274, 3.100, 2.728], [3.873, 0.072, -1.283], [-4.456, -3.169, 3.173], [4.301, 2.946, 0.901], [-2.132, 0.459, -2.557], [-3.229, 4.486, 0.026], [-4.494, -3.828, -3.765], [-2.627, -4.527, 2.091], [-2.272, 1.511, -3.968], [-5.344, 1.468, 0.775], [-4.629, 2.080, -3.090]], "mulliken_charge": [0.50, 0.36, -0.83, -0.15, -0.65, 0.01, 0.56, 0.28, 0.89, 0.23, 0.99, 0.67, 0.36, 0.46, -0.27, -1.00, -1.18, 0.91, -1.39, -0.61, -0.94, -1.47, -1.92, -0.57, -1.54, -1.70, -0.97, -0.60, -0.15, 0.52, -0.63, -1.20, -1.10, -0.28, -2.73, -0.84, 0.18, -0.21, -0.13, -2.24, 0.60, 2.32, -0.13, 1.52, 0.36, -0.73, -0.38, -0.35, -1.97, 0.92, 0.82, -1.02, 0.42, 0.71, 0.67, 0.26, 0.67, 0.47, 0.38, 0.45, 0.52, 0.44, -0.45, 0.42, 0.42, -0.19, 0.24, 0.36, 0.49, -0.24, 0.42, 0.21, 0.97, 0.46, 0.48, 0.35, 0.35, 0.18, 0.36, 0.32, 0.51, -0.85, 0.08, 0.41, 0.20, 0.41, -0.39, 0.69, 0.51, -0.38, 0.43, 0.58, 0.49, 0.48, 0.26, 0.41, 0.53, 0.49, 0.43], "homo_lumo_gap_ev": [5.9, 5.3], "lumo_energy_ev": [2.518, 2.519], "total_charge": -1, "spin_multiplicity": 2, "s2": 0.76}

***

(3)
{"formula": "C19H23NO2", "method": "ωB97M-V/def2-TZVPD", "elements": ["O", "O", "N", "C", "C", "C", "C", "C", "C", "C", "C", "C", "C", "C", "C", "C", "C", "C", "C", "C", "C", "C", "H", "H", "H", "H", "H", "H", "H", "H", "H", "H", "H", "H", "H", "H", "H", "H", "H", "H", "H", "H", "H", "H", "H"], "positions_angstrom": [[3.361, 1.294, -0.669], [1.985, -1.188, -0.389], [0.172, 1.399, 1.307], [1.567, 1.410, 0.962], [4.010, 0.135, -0.329], [1.952, 1.231, -0.530], [4.040, -2.215, 0.207], [5.405, -2.151, 0.412], [-0.663, 2.496, 0.862], [-6.048, -2.158, -0.153], [-2.333, 1.148, -0.564], [1.453, -0.098, -1.105], [3.338, -1.081, -0.176], [6.080, -0.955, 0.225], [-1.371, 2.335, -0.495], [-5.474, 0.097, -0.733], [-6.271, -1.020, -0.910], [-3.549, 1.288, 0.360], [5.386, 0.183, -0.138], [-4.232, -1.051, 0.955], [-5.026, -2.171, 0.781], [-4.448, 0.096, 0.202], [-2.689, 1.046, -1.593], [-3.215, 1.359, 1.396], [2.049, 0.609, 1.531], [-1.425, 2.650, 1.633], [-4.088, 2.203, 0.107], [-4.848, -3.055, 1.375], [1.755, -0.160, -2.161], [-1.811, 0.220, -0.315], [1.995, 2.361, 1.295], [-7.068, -1.003, -1.639], [7.148, -0.905, 0.370], [-5.652, 0.984, -1.326], [-0.255, 0.503, 1.110], [3.493, -3.135, 0.334], [1.570, 2.066, -1.126], [-3.437, -1.065, 1.688], [-6.669, -3.031, -0.290], [-1.928, 3.254, -0.691], [5.943, -3.038, 0.709], [-0.042, 3.395, 0.833], [-0.627, 2.226, -1.288], [0.368, -0.184, -1.042], [5.886, 1.129, -0.275]], "mulliken_charge": [-0.44, -0.49, -0.21, -1.07, 0.48, 0.38, -0.74, -0.46, -0.93, -0.43, -0.41, -0.44, 0.68, -0.48, -0.32, -0.32, -0.55, -0.85, -0.80, -0.30, -0.61, 0.21, 0.32, 0.42, 0.37, 0.41, 0.36, 0.37, 0.33, 0.15, 0.41, 0.37, 0.38, 0.37, 0.30, 0.43, 0.30, 0.34, 0.37, 0.47, 0.38, 0.37, 0.16, 0.27, 0.44], "smiles": "c1ccc(CCCCNC[C@@H]2COc3ccccc3O2)cc1", "homo_lumo_gap_ev": 9.0, "e_above_lowest_ev": 1.760, "lumo_energy_ev": 0.826, "total_charge": 0}